# 1
Entry from the OMol25 dataset: C30H60CeP2Si2 as an isolated structure at a distorted geometry (the ωB97M-V functional and the def2-TZVPD basis).

Summary:
LUMO energy (spin up / spin down) (eV): -2.3 / -2.3
ΔE to the lowest compared entry with this formula, charge and spin (eV): 2.3077
HOMO-LUMO gap (spin up / spin down) (eV): 6.5 / 6.5
Net charge: +1
Multiplicity: 2
⟨S²⟩: 0.7513
E (eV): -79338.4036
Highest occupied orbital energy (spin up / spin down) (eV): -8.795 / -8.786

Last column: Löwdin charge in e.
Geometry (Å):
H  3.1045  -2.2532  -0.0534  0.03
H  -2.7141  -0.2423  5.0689  0.03
H  1.4706  1.8971  -3.1139  0.07
P  1.7201  -3.7372  -1.6423  0.95
H  -4.9399  0.1709  1.5092  0.07
Si  0.1959  1.0779  3.5277  0.43
H  1.4296  -4.7670  -3.8182  0.06
C  -2.7435  1.7255  -3.2196  -0.02
C  -1.8549  2.0798  -2.0786  -0.32
H  -3.0493  -1.1884  -1.8057  0.04
C  2.7035  -1.4237  0.5172  -0.21
C  -1.0447  0.3963  2.2666  -0.50
H  1.9921  3.2952  -1.4708  0.09
C  3.9316  -1.7908  -2.1715  -0.15
H  -0.7404  -2.8440  -4.0657  0.05
H  2.8669  -5.4457  -0.4918  0.06
H  -3.5696  2.4451  -3.3113  0.09
H  0.2716  3.5762  3.6670  0.03
C  1.8971  1.2720  2.7574  -0.16
H  4.3681  -1.9996  -3.1628  0.11
C  0.3958  1.7940  -3.3078  -0.04
H  0.1508  2.5144  -4.1047  0.10
H  4.0621  -0.1485  1.6867  0.10
H  3.1522  -4.7511  -3.3357  0.08
H  -3.8991  -1.2004  1.0955  0.05
H  1.4501  0.2205  -0.0961  0.08
C  -0.1598  2.7692  4.2750  -0.17
H  -1.2163  2.9937  4.4500  0.01
H  4.4791  -2.4461  -1.4807  0.11
H  2.6801  1.0747  3.5044  0.05
C  -2.3731  -2.0076  -1.4985  -0.30
H  -3.6781  4.1054  -0.0486  0.09
H  0.4183  -1.4934  -4.1720  0.05
C  -1.0968  3.0499  -0.1161  -0.27
H  0.3521  2.7964  5.2493  0.04
H  1.5053  3.8195  0.1443  0.08
C  -2.2737  2.7025  -0.8567  -0.31
C  1.4609  2.9816  -0.5615  -0.02
H  -2.6760  -2.9211  -2.0332  0.06
C  0.0488  2.6136  -0.8596  -0.27
H  0.5922  -1.3089  0.3171  0.06
H  -0.4949  -0.0717  5.6528  0.02
H  -1.3267  -1.1675  -4.1459  0.05
C  -0.4217  2.0463  -2.0899  -0.29
P  -0.5413  -1.7220  -1.9227  0.69
C  2.4278  -4.4922  -0.1739  -0.15
C  2.4319  -2.1885  -2.2966  -0.40
H  -3.2629  2.9682  2.4167  0.02
H  -4.6102  2.0931  3.1816  0.05
C  2.1224  -4.9033  -2.9768  -0.17
C  4.4916  0.0430  -0.3849  -0.08
H  2.0716  2.2819  2.3641  0.04
H  -1.0805  3.2679  2.0187  0.04
H  5.3000  0.7500  -0.2125  0.11
H  1.2731  0.0282  5.4799  0.03
H  1.4991  -0.2395  -2.3378  0.07
H  0.3584  -1.1863  4.5590  0.03
H  2.0513  0.5644  1.9376  -0.02
H  0.2139  0.7914  -3.7178  0.06
C  -3.5127  2.1840  3.1450  -0.16
H  -3.1661  2.5021  4.1376  0.03
H  -3.7940  0.3650  0.2110  0.01
H  -3.1943  0.7271  -3.1035  0.07
C  -3.2299  -0.6109  4.1708  -0.17
H  -4.2988  3.1459  -1.4044  0.08
C  -3.6647  3.1080  -0.5098  -0.02
H  -4.3137  -0.5939  4.3619  0.04
H  -2.9238  -1.6523  3.9965  0.04
C  -0.0449  -3.4725  -1.5314  -0.36
H  3.2289  -3.9453  0.3249  0.06
Ce  -1.3162  0.3198  -0.1308  0.93
H  2.2537  -2.3081  -3.3756  0.11
H  -0.8041  -0.7057  2.2154  0.01
H  -0.5503  -4.1372  -2.2515  0.08
C  4.1960  -0.2968  -1.8182  -0.17
H  5.0701  -0.0168  -2.4200  0.11
H  -0.3814  -3.7280  -0.5106  0.08
H  -1.9385  4.5561  1.1641  0.09
C  1.4774  -1.1605  -1.7424  -0.42
H  -4.1419  2.4162  0.1985  0.06
C  3.8090  -0.4367  0.6733  -0.10
C  -3.9188  -0.1070  1.2110  -0.19
C  1.4842  -0.8794  -0.2186  -0.25
H  -2.5005  -2.2111  -0.4180  0.04
C  0.3342  -0.1559  4.9383  -0.19
H  3.3901  0.3563  -2.2021  0.11
H  -2.1853  1.7365  -4.1649  0.09
H  2.0405  2.1598  -0.1178  0.06
C  -0.5374  -1.8144  -3.7433  -0.21
H  2.3941  -1.8741  1.4678  0.13
Si  -2.8627  0.4726  2.6825  0.39
H  1.6316  -4.6819  0.5570  0.08
H  2.0320  -5.9226  -2.5752  0.06
C  -1.0692  3.8859  1.1121  -0.02
H  -0.1658  4.5098  1.1596  0.09


# 2
Entry from the OMol25 dataset: C31H50CoP2 as an isolated structure at a distorted geometry (the ωB97M-V functional and the def2-TZVPD basis).

Summary:
LUMO energy (spin up / spin down) (eV): -1.9 / -3.6
HOMO-LUMO gap (spin up / spin down) (eV): 7.4 / 6.6
Net charge: +1
Multiplicity: 5
⟨S²⟩: 6.0887
E (eV): -89151.1581
Highest occupied orbital energy (spin up / spin down) (eV): -9.354 / -10.176

Last column: Löwdin charge in e.
Geometry (Å):
H  -1.1301  2.0213  0.3774  0.02
H  0.9033  2.9368  -3.4742  0.07
C  -3.2139  0.3050  -1.8731  -0.22
P  -1.4112  0.4141  -1.9902  0.91
P  1.4514  1.3168  -1.7573  0.88
C  -2.9021  5.5957  3.2106  -0.07
H  -1.3918  -3.6379  -1.3847  0.08
H  0.1538  3.3618  -1.9328  0.07
H  1.5355  -1.1402  -4.7085  0.11
H  -3.5601  0.9920  -1.0895  0.05
H  0.9861  -1.9939  -6.8420  0.12
H  -1.7948  2.5345  -3.1391  0.09
H  1.1938  2.1498  -6.9416  0.13
H  -0.8002  1.4102  -4.0518  0.01
H  -3.5976  0.5945  -2.8613  0.05
H  -2.8579  -1.1176  1.1258  0.08
C  -2.9382  5.9924  1.8587  -0.08
H  -1.8355  -3.6457  0.3330  0.11
H  -1.1864  -2.4654  -6.1651  0.12
H  3.4514  1.8306  -3.0142  0.06
C  -0.7464  -0.9758  0.7340  -0.25
H  1.8642  1.2808  -4.5370  0.06
H  -2.3782  4.0281  4.6059  0.11
C  1.4842  -1.0721  0.0992  -0.25
C  -2.0042  3.8293  1.1936  -0.30
C  -0.6560  -1.9679  -0.2645  -0.24
H  3.7517  0.5696  -1.7697  0.05
H  2.5732  1.6969  0.3791  0.03
C  3.0552  0.9263  -2.5420  -0.24
C  -1.8031  0.8532  -5.7791  -0.14
H  -2.5143  5.4162  -0.1889  0.11
H  -1.5640  2.4647  2.8300  0.09
C  0.5553  -0.4723  0.9870  -0.22
C  1.0040  -0.4483  -5.3854  -0.11
H  3.4851  -1.6070  -0.5101  0.08
H  -3.2654  6.2750  3.9792  0.11
H  0.5839  -0.4191  -7.5072  0.11
C  -0.8979  1.6418  -6.6681  -0.17
H  0.4597  2.8997  -5.5375  0.10
H  1.0830  2.6880  0.2132  0.04
H  2.5655  3.1290  -0.6846  0.07
H  -0.8020  1.1943  -7.6699  0.12
H  3.4226  -0.1935  0.5452  0.07
H  -0.9872  -0.7836  -4.1546  0.00
C  -2.4050  4.3339  3.5579  -0.08
H  -1.8377  -0.8538  2.5567  0.10
H  2.3450  -3.1733  -1.6136  0.08
H  -1.3853  2.6152  -6.8411  0.12
H  -2.6607  -2.5474  -0.7863  0.07
C  2.9496  -1.1620  0.3390  -0.04
H  -2.1766  0.4869  1.4428  0.06
H  -3.3281  6.9778  1.5935  0.11
H  0.7249  -3.8507  -1.8975  0.07
C  0.8658  0.4068  2.1371  -0.03
C  1.9602  2.2879  -0.3120  -0.21
H  0.3859  1.3970  2.0533  0.06
H  -1.4770  -1.4774  -7.5900  0.13
H  1.4802  -3.9973  -0.2903  0.10
H  -2.7595  -0.9371  -5.2290  0.12
C  -1.6850  -2.9925  -0.5454  -0.03
H  2.9202  0.1213  -3.2837  0.03
C  1.3582  -3.3389  -1.1657  -0.05
C  -1.1458  -1.0772  -3.1176  -0.28
C  -1.8997  -0.4927  -5.7434  -0.17
C  0.5143  1.9453  -6.0933  -0.17
H  -2.0852  -1.6349  -3.0135  0.08
H  -3.5146  -0.7249  -1.6369  0.04
C  0.7459  -2.0520  -0.7168  -0.37
C  1.1167  0.8797  -5.2254  -0.14
H  0.4841  -0.0647  3.0558  0.10
H  1.9459  0.5615  2.2640  0.08
C  -2.4986  5.1346  0.8643  -0.04
C  -1.0797  -1.4418  -6.5615  -0.17
C  0.4232  -1.0701  -6.6303  -0.16
Co  0.5075  -0.6569  -2.1794  0.18
C  -1.6173  2.9703  0.1594  0.03
C  -1.9481  3.4565  2.5796  -0.03
H  -0.3603  -1.8695  -2.8260  0.06
H  3.1316  -1.8049  1.2183  0.11
H  -2.5649  1.4394  -5.2429  0.11
H  -1.8586  3.2446  -0.8622  0.05
C  -0.9483  1.8479  -3.0624  -0.39
C  0.3481  2.5302  -2.6231  -0.35
C  -1.9652  -0.5944  1.4926  -0.03


# 3
Entry from the OMol25 dataset: C4H7N3 as an isolated structure (the ωB97M-V functional and the def2-TZVPD basis).

Summary:
LUMO energy (eV): 0.9
ΔE to the lowest compared entry with this formula, charge and spin (eV): 3.5502
HOMO-LUMO gap (eV): 9.2
E (eV): -8728.1292
Highest occupied orbital energy (eV): -8.247

Last column: Löwdin charge in e.
Geometry (Å):
C  -1.0934  0.0697  1.7393  -0.02
H  2.4021  0.9142  0.8669  0.09
H  -0.4676  -1.0873  -3.3645  0.06
C  0.1183  -0.4504  -2.7125  0.02
N  0.6633  0.5383  -0.0315  -0.04
H  -2.1504  0.3342  1.7814  0.08
C  -0.5923  0.3008  0.3562  -0.41
H  1.5603  -0.5025  1.4868  0.08
H  1.1409  -0.2216  -2.9762  0.05
N  -1.3595  0.2152  -0.7554  0.11
N  1.7307  0.1678  0.7456  0.03
C  -0.4089  0.0395  -1.6188  -0.21
H  -1.0054  -0.9848  2.0176  0.08
H  -0.5383  0.6670  2.4653  0.08


# 4
Entry from the OMol25 dataset: one molecule with the formula ClHN2O2 at a distorted geometry (the ωB97M-V functional and the def2-TZVPD basis).

Summary:
LUMO energy (eV): 0.0
ΔE to the lowest compared entry with this formula, charge and spin (eV): 1.8128
HOMO-LUMO gap (eV): 10.6
E (eV): -19608.3610
Highest occupied orbital energy (eV): -10.590

Last column: Löwdin charge in e.
Geometry (Å):
Cl  0.3317  1.8765  0.1130  0.73
O  1.2425  -0.3627  0.8741  0.02
H  -1.2993  0.3268  -0.9192  0.25
N  -0.4373  0.4405  -0.0826  -0.47
N  0.2903  -0.6067  0.2227  -0.59
O  -0.1279  -1.6743  -0.2079  0.04


# 5
Entry from the OMol25 dataset: Cl2HPS2 as an isolated structure at a distorted geometry (the ωB97M-V functional and the def2-TZVPD basis).

Summary:
LUMO energy (eV): -2.4
ΔE to the lowest compared entry with this formula, charge and spin (eV): 1.5873
HOMO-LUMO gap (eV): 7.6
E (eV): -56020.6670
Highest occupied orbital energy (eV): -10.006

Last column: Löwdin charge in e.
Geometry (Å):
Cl  -0.1668  -2.3135  0.4349  -0.23
P  0.4728  0.3045  -0.0351  -0.50
S  2.1100  0.7347  0.8529  0.21
Cl  0.8428  -0.2817  -1.8884  0.23
H  -1.9763  0.1625  0.3607  -0.12
S  -1.2826  1.3935  0.2749  0.40


# 6
Entry from the OMol25 dataset: one molecule with the formula CH3IO2S at a distorted geometry (the ωB97M-V functional and the def2-TZVPD basis).

Summary:
LUMO energy (spin up / spin down) (eV): -0.8 / -3.0
ΔE to the lowest compared entry with this formula, charge and spin (eV): 1.6294
HOMO-LUMO gap (spin up / spin down) (eV): 5.5 / 6.2
Multiplicity: 3
⟨S²⟩: 2.0123
E (eV): -24109.4242
Highest occupied orbital energy (spin up / spin down) (eV): -6.210 / -9.159

Last column: Löwdin charge in e.
Geometry (Å):
H  1.7727  0.5868  0.6356  0.08
H  2.0696  -0.2483  -0.7611  0.10
O  -0.7483  0.0310  0.7825  -0.70
H  0.8107  1.2579  -0.7929  0.10
O  0.3073  -0.7006  -0.0653  -0.27
C  1.2186  0.3178  -0.2978  -0.20
I  -3.3151  -1.6142  0.3287  0.50
S  -2.1155  0.3696  0.1703  0.38


Molecular weight? In order: 679.05, 543.62, 97.12, 96.47, 167.02, 206.00 g mol⁻¹.